No. 1
51
Properties=species:S:1:pos:R:3:forces:R:3:lowdin_charge:R:1 method="wB97M-V/def2-TZVPD" total_energy_ha=-1259.23722 total_charge=0 multiplicity=1 lumo_energy_ha=0.00218
O -1.857 1.206 -2.419 0.9 0.5 -0.9 -0.070
O -2.244 4.394 -0.088 0.4 0.5 0.0 -0.026
O -3.858 0.386 -0.593 -0.4 0.0 0.3 -0.065
O -1.669 -1.972 -0.954 -0.6 -0.1 -1.1 -0.066
O 0.048 -2.212 1.706 -1.2 -0.3 0.2 -0.062
O 1.977 -0.535 3.222 0.2 0.7 -1.2 -0.080
O -0.249 0.596 3.499 -1.3 0.0 -0.8 -0.047
O 3.189 -0.027 0.032 0.2 -0.1 -0.1 0.062
O -1.861 -4.319 0.490 -0.2 0.0 -0.1 -0.070
O 0.350 2.663 -1.711 0.2 -0.2 0.2 -0.095
O 2.632 -2.701 1.739 0.6 -0.1 -0.3 -0.058
O -0.059 3.261 0.971 -0.4 -1.4 -0.3 -0.065
O -2.974 -0.228 2.209 0.0 0.0 -0.3 -0.053
N 2.123 -0.474 -2.553 0.4 0.4 0.0 -0.054
N 1.175 0.637 0.768 0.2 0.0 0.4 0.184
C 2.070 0.386 -0.219 0.1 -0.2 0.0 -0.476
C 1.488 1.927 -2.163 1.2 1.6 -0.5 -0.180
C 1.754 -1.846 -2.296 0.8 -1.9 -1.5 -0.128
C 1.572 0.506 -1.664 -2.5 -0.9 0.4 -0.283
H -1.148 0.760 3.809 0.1 0.2 0.7 0.070
H 2.566 -2.494 -2.671 0.1 0.4 0.2 0.086
H 0.797 3.449 1.356 -0.1 0.9 -0.1 0.070
H -1.530 -1.792 -1.896 0.4 0.5 0.2 0.041
H -0.614 3.934 0.536 0.5 0.7 0.5 0.019
H -1.680 1.028 -3.355 -0.7 -0.3 0.0 0.058
H -1.084 1.808 -2.291 -0.3 -0.1 0.8 0.010
H 2.436 2.437 -1.953 -0.1 0.3 0.8 0.129
H 1.534 0.561 1.721 0.1 0.0 -0.3 0.077
H 3.282 -2.966 1.080 -0.1 -0.1 0.0 0.066
H -1.046 -4.578 0.050 0.0 0.0 0.1 0.038
H 0.944 -2.584 1.757 0.0 0.2 -0.2 -0.005
H 0.296 1.111 0.655 0.0 0.1 -0.4 0.086
H -0.540 0.140 2.690 0.3 -0.1 -0.1 0.024
H 1.571 -2.285 -1.317 -0.2 0.9 0.6 0.075
H -3.669 1.127 -1.177 0.2 -0.1 -0.1 0.011
H 0.506 0.207 -1.563 0.3 0.1 -0.1 0.139
H 0.354 2.833 -0.749 0.2 -0.2 0.0 0.042
H -2.828 -0.971 1.610 0.2 -0.2 0.2 0.028
H -2.662 3.976 0.671 -0.2 -0.3 -0.3 0.065
H -2.283 3.815 -0.856 -0.3 -0.2 0.2 0.052
H 0.975 -2.218 -2.970 -0.6 0.6 0.2 0.071
H 0.077 -1.376 1.237 0.4 -0.1 -0.3 -0.005
H 1.063 -0.337 3.522 0.9 -0.6 1.0 0.005
H 2.609 -1.734 1.670 0.2 0.1 0.2 0.010
H -3.501 0.338 1.627 0.0 0.1 0.0 0.020
H -3.365 -0.351 -0.976 0.2 0.1 0.1 0.006
H -2.255 -2.740 -1.052 0.2 -0.2 0.8 0.044
H 1.491 2.137 -3.231 -0.4 -1.2 -0.4 0.128
H 3.127 -0.389 -2.619 0.1 0.0 0.2 0.115
H -1.610 -3.491 0.925 0.3 -0.1 0.2 -0.001
H 2.582 -1.002 3.786 -0.4 -0.2 0.7 0.058


No. 2
35
Properties=species:S:1:pos:R:3:forces:R:3:lowdin_charge:R:1 method="wB97M-V/def2-TZVPD" total_energy_ha=-858.12817 total_charge=0 multiplicity=1 lumo_energy_ha=0.02794
O -1.057 0.233 -1.681 -0.8 -2.0 1.0 0.187
N -0.605 1.880 -2.981 1.9 -0.5 -2.1 0.085
N -2.946 1.185 -0.627 -1.7 1.5 1.0 0.051
N -1.705 2.217 -2.319 -1.1 0.8 0.7 0.089
C 1.476 -1.802 -1.514 1.7 0.3 3.0 -0.025
C -1.175 -0.925 1.853 -1.2 -0.6 -0.6 -0.046
C 0.944 0.001 -3.141 -0.7 -1.0 -0.1 -0.064
C -0.256 1.375 2.670 -0.6 1.0 0.9 -0.072
C -1.284 1.310 1.728 0.7 3.1 -0.1 -0.075
C 0.258 0.271 3.281 -0.1 -1.4 -0.7 -0.088
C -0.155 -0.961 2.758 0.1 0.7 0.9 -0.094
C 1.994 -2.239 -0.233 -0.9 1.6 -0.8 -0.047
C -1.924 1.212 -1.558 -2.5 1.1 2.2 -0.442
C 1.676 -0.487 -1.935 1.7 -0.7 0.9 -0.251
C -0.279 0.675 -2.652 1.4 1.9 -1.5 -0.365
C 2.548 0.303 -1.156 -1.8 0.2 1.1 -0.006
C 2.613 -1.342 0.677 -0.5 -1.1 -1.8 -0.112
C 2.835 -0.079 0.208 1.6 1.9 -2.5 -0.088
C -1.873 0.203 1.337 0.9 -3.4 0.8 -0.227
C -3.054 0.138 0.393 2.1 -1.2 -0.7 -0.119
H -1.633 2.185 1.208 0.1 0.9 0.5 0.111
H -0.120 2.343 3.098 0.7 0.6 0.0 0.098
H -3.982 0.038 0.972 0.0 0.7 -0.7 0.134
H 0.264 -1.875 3.211 -0.4 0.3 -0.7 0.117
H 0.941 0.184 4.099 0.4 0.9 0.4 0.098
H -2.880 -0.823 -0.139 -0.6 0.4 0.2 0.128
H 2.746 1.318 -1.555 0.2 -0.6 0.7 0.120
H 3.480 0.624 0.746 -0.4 -0.3 0.1 0.103
H 3.080 -1.656 1.596 -0.4 -0.2 0.3 0.101
H -1.481 -1.861 1.526 -0.8 -1.8 -0.8 0.086
H 0.663 -0.877 -3.780 0.4 0.8 0.3 0.139
H 1.017 -2.504 -2.148 -0.8 -0.8 -0.6 0.090
H 1.423 0.786 -3.716 0.4 -0.2 -0.2 0.125
H 1.743 -3.217 0.108 0.1 -0.8 0.0 0.082
H -3.290 2.164 -0.336 0.9 -2.3 -1.0 0.179